No. 1
{
  "formula": "C30H69IN2O11P2SSi2",
  "method": "the ωB97M-V functional and the def2-TZVPD basis",
  "symbols": ["C", "C", "S", "C", "Si", "C", "C", "C", "C", "C", "C", "C", "O", "C", "C", "O", "O", "Si", "I", "C", "C", "C", "N", "C", "C", "C", "N", "H", "H", "H", "H", "H", "H", "H", "H", "H", "H", "H", "H", "H", "H", "H", "H", "H", "H", "H", "H", "H", "H", "H", "H", "H", "H", "H", "H", "H", "H", "H", "H", "H", "H", "H", "H", "H", "H", "H", "O", "P", "O", "C", "C", "O", "C", "C", "O", "C", "C", "H", "H", "H", "H", "H", "H", "H", "H", "H", "H", "H", "H", "H", "H", "H", "O", "P", "O", "C", "C", "O", "C", "C", "O", "C", "C", "H", "H", "H", "H", "H", "H", "H", "H", "H", "H", "H", "H", "H", "H", "H"],
  "xyz": [[-5.84674, -4.52385, 3.76367], [-4.25622, -4.20789, 3.43522], [-4.02105, -3.87092, 1.59548], [-4.79688, -2.21437, 1.19169], [-3.57106, -0.99835, 0.25358], [-4.67826, 0.40524, -0.46005], [-2.85836, -2.00440, -1.22460], [-3.03420, -1.18866, -2.67422], [-1.83593, -1.67164, -3.72829], [-1.74651, -0.49617, -4.90029], [-0.61701, -0.88838, -6.03292], [0.77579, -1.51344, -5.41263], [1.30369, -0.59419, -4.35357], [2.76240, -0.91367, -4.30591], [3.96386, 0.10336, -4.76900], [3.09737, -2.14071, -3.88270], [-2.39561, -0.49231, 1.45405], [-1.40846, 0.85436, 0.91431], [-0.10047, 0.42899, -1.15618], [-0.07202, 1.13039, 2.32826], [-0.80316, 1.48319, 3.78462], [0.17943, 1.05892, 5.04138], [-0.60482, 1.39822, 6.32559], [-2.36460, 2.54868, 0.80062], [-3.55695, 2.71720, 1.91264], [-4.27104, 4.22180, 2.03529], [-4.01523, 1.75658, 2.78061], [-6.17196, -5.39112, 3.01337], [-5.93489, -4.94464, 4.87250], [-6.50894, -3.56130, 3.67287], [-3.59805, -5.10825, 3.81217], [-3.93667, -3.27537, 4.10017], [-5.79622, -2.34679, 0.56939], [-5.12153, -1.69042, 2.21256], [-5.43522, -0.04654, -1.26229], [-5.32390, 0.96313, 0.35945], [-3.98712, 1.14572, -1.07709], [-3.53699, -2.97743, -1.35358], [-1.75719, -2.40514, -1.06708], [-4.11434, -1.40164, -3.07056], [-2.83995, -0.02137, -2.51790], [-0.82032, -1.81745, -3.14304], [-2.13187, -2.68652, -4.23067], [-1.55344, 0.57338, -4.41058], [-2.83736, -0.45510, -5.38336], [-0.33847, 0.13322, -6.57941], [-1.10473, -1.60637, -6.83485], [0.65460, -2.59372, -4.95164], [1.57219, -1.51243, -6.28376], [4.09012, 0.18730, -5.95058], [3.86479, 1.20231, -4.31842], [4.99948, -0.32553, -4.36243], [0.57547, 0.15323, 2.38513], [0.57081, 2.06673, 1.96537], [-1.75023, 0.76102, 3.86175], [-1.09859, 2.61640, 3.85419], [0.32468, -0.10283, 5.03209], [1.22114, 1.59414, 5.04387], [-1.58329, 1.01972, 6.18833], [-0.74849, 2.45051, 6.37699], [-2.71910, 2.74731, -0.31199], [-1.54818, 3.38365, 1.02456], [-3.83922, 4.75204, 2.99572], [-5.42134, 4.02135, 2.11983], [-4.04424, 4.79389, 1.03318], [-4.79004, 2.15470, 3.37924], [3.29735, 6.29523, -4.61343], [4.14658, 5.66644, -5.74522], [3.43760, 6.55688, -6.95852], [3.29605, 7.96119, -6.84526], [4.43820, 8.68922, -7.51457], [3.20351, 4.30326, -5.90960], [2.44487, 3.82817, -4.80959], [1.03045, 4.39048, -4.84626], [5.09541, 4.96389, -7.00976], [6.13965, 5.68227, -7.63034], [7.15625, 6.21438, -6.64330], [3.21262, 8.28607, -5.80222], [2.35915, 8.23434, -7.33980], [5.38413, 8.48745, -7.00230], [4.27988, 9.77151, -7.50876], [4.55446, 8.36586, -8.55545], [2.94641, 4.05487, -3.86286], [2.39898, 2.73635, -4.88290], [1.02204, 5.47074, -5.01741], [0.50665, 4.17667, -3.91507], [0.46874, 3.94415, -5.67288], [5.72257, 6.47794, -8.24813], [6.64072, 4.99306, -8.31671], [6.68608, 6.80948, -5.85710], [7.89642, 6.83609, -7.15650], [7.67857, 5.38948, -6.15085], [2.38459, -6.43016, 6.16943], [0.90247, -6.00011, 6.04326], [0.92463, -5.03511, 7.39823], [1.94906, -4.07766, 7.59511], [1.53066, -2.71007, 7.10811], [0.28130, -7.36428, 6.76977], [1.00439, -8.58350, 6.72601], [1.87450, -8.73985, 7.96561], [-0.75347, -5.51962, 5.90229], [-1.10819, -4.22478, 5.46732], [-0.49244, -3.86232, 4.13302], [2.88755, -4.37007, 7.11118], [2.14661, -4.02944, 8.67010], [1.38707, -2.70850, 6.02308], [2.28420, -1.95374, 7.34602], [0.58215, -2.40353, 7.56402], [1.59385, -8.65463, 5.80584], [0.27695, -9.40159, 6.69268], [2.45115, -7.83542, 8.17961], [2.56173, -9.57753, 7.85069], [1.24852, -8.92032, 8.84516], [-0.85756, -3.49591, 6.23845], [-2.19789, -4.20511, 5.37062], [0.59256, -3.98903, 4.13863], [-0.72137, -2.82308, 3.87745], [-0.88570, -4.50792, 3.34289]],
  "spin_multiplicity": 1,
  "lumo_energy_ev": -1.9
}



No. 2
{
  "formula": "C20H18N4O3",
  "method": "the ωB97M-V functional and the def2-TZVPD basis",
  "symbols": ["C", "C", "C", "C", "O", "O", "C", "C", "C", "C", "C", "C", "H", "H", "O", "C", "C", "N", "N", "N", "N", "H", "H", "H", "C", "H", "H", "H", "C", "C", "C", "C", "C", "C", "C", "H", "H", "H", "H", "H", "H", "H", "H", "H", "H"],
  "xyz": [[0.54035, 0.60893, 2.22325], [0.37277, -0.30626, 1.01231], [1.07087, -1.54602, 0.93267], [1.00151, -2.41868, -0.04858], [1.64421, -3.30069, -0.10511], [0.21303, -2.11240, -0.93201], [-0.50407, -0.98684, -0.84309], [-1.23408, -0.70449, -2.25577], [-1.93628, 0.46735, -2.29234], [-1.95200, 1.43887, -1.21354], [-1.03543, 0.96617, -0.21585], [-0.21583, -0.07691, -0.10863], [-1.01562, 2.10778, 0.66060], [-2.48926, 2.23109, -1.29711], [-2.73084, 0.67833, -3.42402], [-3.66621, 1.64052, -3.31405], [-4.81732, 1.79062, -2.30493], [-5.01629, 2.66738, -1.48103], [-6.06643, 2.17660, -1.04537], [-6.39366, 0.88399, -1.19973], [-5.50278, 0.69838, -2.25188], [-6.43329, 2.53449, -0.05481], [-4.12451, 1.48630, -4.46923], [-3.14428, 2.50137, -3.26984], [-1.30762, -1.75950, -3.53018], [-1.01430, -2.68153, -3.05279], [-2.52838, -1.80025, -3.36303], [-1.00092, -1.47718, -4.31905], [2.14938, -2.00565, 2.29052], [3.26598, -1.04980, 2.33564], [3.84252, -0.72028, 3.42084], [5.00790, 0.24533, 3.57641], [5.53090, 0.57534, 2.46724], [5.10879, 0.34018, 1.31661], [4.00835, -0.55081, 1.19793], [3.60093, -1.07195, 0.05357], [5.65275, 0.67377, 0.22081], [6.30141, 1.08882, 2.73903], [5.29795, 0.40066, 4.60021], [3.39067, -1.19379, 4.46039], [2.32617, -2.97363, 2.01497], [1.63174, -2.23967, 3.29620], [1.11076, 1.57380, 1.89927], [1.28500, 0.36958, 3.10347], [-0.22455, 0.83071, 2.57003]],
  "spin_multiplicity": 1,
  "lumo_energy_ev": 0.2,
  "e_above_lowest_ev": 22.013
}



Calculated total energy for the records above, in order: -4078.94274 -1216.94124 hartree
E_HOMO for the records above, in order: -8.24 -8.51 eV